Entry 1:
Formula: C5H14
Source: OMol25
Level of theory: ωB97M-V/def2-TZVPD

```
19
Properties=species:S:1:pos:R:3:forces:R:3
C 0.1763 1.4009 -1.2565 0.8068 -0.9288 -0.1104
C -0.8356 0.5336 -0.4738 -0.6956 1.4807 -0.2392
C -2.2139 1.2480 -0.4340 0.5888 0.5782 0.2262
H 0.9647 1.8626 -0.6580 -0.4378 0.2578 0.3660
H 0.7823 0.7548 -1.9015 -0.2676 0.1051 -0.3109
H -0.3134 2.1574 -1.8598 0.0523 0.0730 -0.1196
H -0.9277 -0.4489 -0.9221 0.0639 -0.1435 0.1334
H -0.5025 0.4924 0.5545 0.0528 -0.5724 -0.0088
H -2.2841 1.9731 -1.2447 -0.2320 -0.2779 -0.3123
H -3.0946 0.6122 -0.4366 0.0714 -0.1559 0.0645
H -2.2299 1.8894 0.4517 -0.2632 -0.1780 0.1157
C 1.3637 -1.9054 0.3128 0.4289 0.9166 1.1663
C 1.2294 -1.2561 1.7209 0.3300 0.6287 -1.2165
H 0.7315 -2.7818 0.3996 0.3994 -0.4604 -0.8145
H 1.0779 -1.2743 -0.5241 -0.4170 0.0956 0.1885
H 2.4353 -2.0351 0.1612 -0.1286 -1.0100 -0.1218
H 1.2295 -2.0575 2.4515 -0.2048 0.2485 0.3370
H 0.3662 -0.6024 1.7410 -0.4738 -0.4742 0.5354
H 2.0448 -0.5628 1.9178 0.3261 -0.1830 0.1209
```
Forces are in eV/Å.

Calculated values
total charge	0
SMILES string	CCC.CC
2S+1	1
energy above the lowest of the compared OMol25 structures with the same formula, charge and spin	0.700	eV
HOMO energy	-11.194	eV
LUMO level	1.148	eV
HOMO-LUMO gap	12.3	eV

Okay, here come the Löwdin numbers, in e, for every atom: C -0.1128; C -0.2983; C -0.1125; H 0.0681; H 0.0608; H 0.0565; H 0.0900; H 0.0582; H 0.0534; H 0.0627; H 0.0690; C -0.1449; C -0.1544; H 0.0646; H 0.0280; H 0.0625; H 0.0618; H 0.0266; H 0.0606

Entry 2:
Formula: C28H25NO3
Source: OMol25
Level of theory: ωB97M-V/def2-TZVPD

```
57
Properties=species:S:1:pos:R:3:forces:R:3
C 7.1854 -2.5665 0.4146 -0.6084 -0.1223 0.4144
O 5.9695 -3.1282 1.0016 0.9420 0.3217 -0.2367
C 4.8313 -2.4021 0.9489 -0.4792 0.3628 -0.7068
C 3.6307 -3.0529 1.3150 0.8674 -0.0362 -0.1451
C 2.4243 -2.4301 1.0931 -0.7263 0.5745 0.2256
C 2.3418 -1.0998 0.6166 1.1927 -0.5041 -0.2766
C 1.0478 -0.4255 0.4486 -1.1479 -1.2560 -0.3393
C -0.0710 -1.1459 0.0684 1.8925 0.3497 0.9483
C -1.4420 -0.7478 0.2655 -1.4945 0.8583 -2.2720
O -1.8071 -0.3932 -1.3466 0.2895 -0.8281 1.9780
C -2.7853 0.3921 -1.7468 -1.0746 1.6177 -0.7777
C -3.1048 1.6888 -1.2468 -0.0132 0.1440 -1.3131
C -3.6776 2.6250 -2.1529 0.1473 -1.7924 0.7233
N -4.0705 2.2607 -3.3644 -0.4415 0.9854 -0.8702
C -4.0089 0.9931 -3.7581 0.2629 -0.5824 1.4057
C -3.4460 0.0131 -2.9371 0.3444 0.7138 -0.1005
C -2.4866 -1.8118 0.4847 0.1562 -0.0323 0.7465
C -3.8010 -1.3813 0.6734 -0.1651 0.5886 -0.1216
C -4.8655 -2.2680 0.6790 0.1925 -0.7965 0.5013
C -4.6085 -3.6578 0.6803 0.3891 0.9627 -0.6371
C -3.2834 -4.0879 0.5571 -0.0419 -0.4176 0.5141
C -2.2219 -3.1826 0.4951 0.1016 0.2089 -0.1790
C 1.0186 1.0230 0.6374 -0.4471 0.6843 -0.1236
C 1.7875 1.7228 1.5928 -0.2239 -0.4217 -0.4331
C 1.7306 3.0930 1.6757 -0.8083 0.6001 -0.5477
C 0.8792 3.8166 0.8082 -0.5191 -0.3875 -0.4757
O 0.7302 5.1514 1.0376 -0.7429 0.4639 -0.8956
C -0.2936 5.8541 0.2323 0.6068 -0.6055 0.4606
C 0.1816 3.1404 -0.2224 -0.0059 0.7828 0.6362
C 0.2351 1.7571 -0.2690 0.1196 0.0656 -0.1850
C 3.5666 -0.4556 0.3216 -0.9833 0.2604 0.0273
C 4.7852 -1.0863 0.4460 0.1801 -0.7549 0.3455
H 7.9295 -3.3576 0.5702 -0.1862 0.3748 -0.1360
H 7.0644 -2.3532 -0.6726 -0.0630 -0.1780 0.7561
H 7.4932 -1.6431 0.9525 -0.1863 -0.5747 -0.3313
H 3.6897 -4.0544 1.7503 -0.0315 0.3303 -0.2740
H 1.4870 -2.9428 1.3530 0.5018 0.2294 -0.0698
H 0.0264 -2.0948 -0.4502 0.3599 -0.0782 0.4273
H -1.6308 0.1790 0.8347 0.2120 -0.4691 -0.2971
H -2.8319 2.0058 -0.2650 0.4139 0.1713 0.4786
H -3.8287 3.6771 -1.8875 0.0945 -0.4188 0.0598
H -4.4189 0.7308 -4.7319 0.0514 0.1533 0.1492
H -3.3663 -1.0142 -3.2256 0.1167 -0.3778 -0.3403
H -3.9818 -0.3045 0.8211 -0.0135 -0.5515 -0.3436
H -5.8819 -1.8861 0.7458 0.1784 -0.1389 0.0852
H -5.4316 -4.3634 0.7273 0.1611 0.0339 -0.0061
H -3.0567 -5.1614 0.5765 -0.1432 0.4647 -0.0328
H -1.1785 -3.5272 0.4880 -0.6313 0.0169 -0.1812
H 2.4355 1.1757 2.2692 -0.1069 -0.0037 -0.0241
H 2.2704 3.6414 2.4254 0.1647 0.1007 0.2018
H -0.2911 6.8890 0.5997 0.0467 -0.4581 -0.1026
H -0.0335 5.8380 -0.8492 -0.1332 -0.0211 0.7262
H -1.2925 5.3890 0.3993 0.7027 0.2952 -0.1331
H -0.4492 3.6964 -0.9391 0.4844 -0.5015 0.5209
H -0.3395 1.2583 -1.0613 0.4788 0.0649 0.4805
H 3.5550 0.5793 -0.0282 -0.0655 -0.3503 0.0061
H 5.6901 -0.5652 0.1479 -0.1679 -0.1215 0.0898
```
Forces are in eV/Å.

Calculated values
total charge	0
SMILES string	COc1ccc(C(=C[C@@H](Oc2ccncc2)c2ccccc2)c2ccc(OC)cc2)cc1
2S+1	1
energy above the lowest of the compared OMol25 structures with the same formula, charge and spin	2.981	eV
HOMO energy	-7.909	eV
LUMO level	0.003	eV
HOMO-LUMO gap	7.9	eV

Okay, here come the Löwdin numbers, in e, for every atom: C -0.0544; O -0.0912; C -0.2782; C 0.0001; C -0.0219; C -0.1730; C -0.1188; C -0.0238; C -0.1019; O -0.0495; C -0.3487; C -0.0057; C -0.1520; N 0.0126; C -0.1487; C 0.0094; C -0.1808; C -0.0434; C -0.0670; C -0.0760; C -0.0820; C -0.0267; C -0.1858; C -0.0255; C 0.0032; C -0.2654; O -0.0933; C -0.0464; C -0.0076; C -0.0153; C -0.0250; C -0.0169; H 0.0906; H 0.1027; H 0.0954; H 0.1221; H 0.1160; H 0.1215; H 0.1503; H 0.0872; H 0.1015; H 0.1027; H 0.1046; H 0.1209; H 0.1046; H 0.0989; H 0.1059; H 0.1073; H 0.1226; H 0.1136; H 0.0895; H 0.0956; H 0.0983; H 0.1057; H 0.1174; H 0.1226; H 0.1023

Entry 3:
Formula: C3H6O2
Source: OMol25
Level of theory: ωB97M-V/def2-TZVPD

```
11
Properties=species:S:1:pos:R:3:forces:R:3
C 1.1244 -0.1338 0.7916 -0.9308 -1.4301 4.2409
C -0.3830 0.1890 0.6024 0.4860 -1.5142 -0.7515
C -0.6215 -0.1712 -0.8780 -1.6778 2.5863 0.1155
O -0.1701 -1.0753 -1.4860 0.3571 -0.9911 -0.5140
O -1.4136 0.8295 -1.4846 0.6139 -1.1600 -1.5712
H 1.8594 0.4380 0.3131 0.7178 1.0939 -0.6432
H 1.3839 -1.1740 0.7133 -0.4778 -0.7271 -1.6248
H 1.3388 -0.2733 1.9150 -0.1797 1.6744 -1.0593
H -0.9671 -0.5446 1.2527 0.5554 1.1764 -0.8712
H -0.6906 1.2394 0.7602 0.3085 -0.7176 0.1665
H -1.4605 0.6764 -2.4995 0.2273 0.0092 2.5124
```
Forces are in eV/Å.

Calculated values
total charge	0
SMILES string	CCC(=O)O
2S+1	1
energy above the lowest of the compared OMol25 structures with the same formula, charge and spin	0.719	eV
HOMO energy	-10.598	eV
LUMO level	0.807	eV
HOMO-LUMO gap	11.4	eV

Okay, here come the Löwdin numbers, in e, for every atom: C -0.1088; C -0.1265; C -0.5241; O 0.1197; O 0.0171; H 0.0557; H 0.0611; H 0.0971; H 0.1406; H 0.1134; H 0.1546

HOMO-LUMO gap of number 2 (C28H25NO3)? 7.9 eV